(1)
The following is a quantum chemistry calculation of a cluster of 14 separate species, C55H78FO27 in total, from OMol25.

## Properties
charge: -1
calculated total energy: -116303.5813 eV
molecular weight: 1190.2 g mol⁻¹
strongest force on any atom: 5.44 eV/Å

CARTESIAN COORDINATES (ANGSTROEM)
F  20.340  14.573  15.168
O  7.508  15.584  12.809
O  10.761  17.265  16.173
O  15.709  6.944  13.497
O  11.109  15.477  17.504
O  17.008  12.090  19.131
O  12.156  13.944  6.825
O  14.939  8.837  14.505
O  20.450  8.302  15.172
O  13.472  11.993  10.164
O  13.788  14.361  8.257
O  15.147  13.528  13.905
O  16.474  16.884  18.624
O  16.544  11.786  10.794
O  11.403  11.976  15.620
O  20.074  9.803  16.777
O  16.189  19.465  10.327
O  20.310  18.503  14.804
O  15.788  15.565  14.319
O  17.784  10.363  12.093
O  21.490  17.739  13.027
O  13.710  15.134  13.974
O  14.278  20.173  11.229
O  15.203  11.198  18.200
O  11.465  12.821  10.362
O  17.247  17.943  20.474
O  10.698  10.848  17.395
O  9.414  15.150  11.887
C  12.675  14.715  7.597
C  14.329  8.521  12.238
C  9.581  13.431  15.214
C  19.150  17.291  12.970
C  14.094  15.287  9.232
C  21.642  15.669  18.335
C  15.297  19.343  11.175
C  13.413  16.558  8.827
C  20.442  14.799  16.455
C  10.210  11.328  8.970
C  13.716  13.033  17.985
C  9.406  12.800  16.605
C  13.895  9.923  12.725
C  15.065  7.977  13.451
C  11.525  16.521  16.973
C  8.679  15.914  12.581
C  12.844  17.276  17.122
C  19.667  14.335  18.684
C  12.304  11.946  9.842
C  11.687  11.101  8.772
C  14.352  19.040  13.250
C  10.894  16.826  12.644
C  12.197  16.079  8.070
C  13.589  19.941  12.432
C  17.731  10.061  16.618
C  18.180  9.219  15.458
C  20.754  15.030  19.186
C  17.384  13.888  11.416
C  10.959  12.992  14.778
C  17.162  17.829  19.242
C  17.979  18.649  18.236
C  19.514  14.169  17.283
C  15.156  18.288  12.304
C  19.682  9.063  15.743
C  11.352  18.541  15.773
C  21.472  15.613  16.943
C  10.132  12.610  9.849
C  16.190  13.222  10.864
C  9.475  17.127  13.073
C  12.506  18.794  16.772
C  15.120  13.519  18.272
C  14.195  10.032  14.172
C  18.983  10.566  17.312
C  21.283  17.019  11.843
C  15.896  12.258  18.557
C  13.920  11.494  17.669
C  18.092  12.805  12.239
C  16.661  16.953  17.222
C  17.948  17.791  17.019
C  17.495  11.508  11.767
C  10.634  15.795  11.546
C  20.344  17.885  13.754
C  10.514  11.755  16.593
C  19.828  16.560  11.837
C  14.886  14.786  14.013
H  11.368  16.319  13.484
H  14.922  8.509  11.324
H  18.632  16.574  13.606
H  17.973  18.434  16.139
H  17.136  14.734  12.056
H  13.595  16.790  16.500
H  17.939  14.270  10.560
H  13.251  13.526  17.131
H  22.525  16.211  18.642
H  9.736  11.492  8.003
H  17.836  12.935  13.290
H  12.629  19.451  12.264
H  15.236  13.373  11.369
H  15.155  15.452  9.418
H  13.472  7.864  12.093
H  11.606  13.864  14.677
H  21.908  16.127  11.891
H  11.443  17.751  12.465
H  10.591  19.321  15.816
H  13.369  20.833  13.018
H  19.631  15.492  11.926
H  17.116  9.531  17.346
H  16.661  15.962  16.769
H  12.002  11.474  7.797
H  13.683  18.342  13.754
H  14.238  13.224  13.952
H  11.368  15.977  8.770
H  10.920  12.488  13.813
H  13.291  10.101  14.776
H  13.281  19.442  16.362
H  13.069  11.055  18.189
H  16.149  18.034  12.676
H  19.034  13.713  19.299
H  20.934  15.081  20.250
H  9.746  10.504  9.513
H  9.277  17.306  14.130
H  15.952  13.458  9.826
H  9.592  14.501  15.424
H  8.455  12.277  16.715
H  21.431  17.558  10.907
H  19.380  16.867  10.892
H  14.648  17.395  11.941
H  18.474  18.087  12.658
H  18.930  10.412  18.390
H  9.975  13.544  9.311
H  22.105  16.184  16.280
H  15.497  14.122  17.445
H  13.150  17.142  18.160
H  12.807  9.969  12.683
H  9.612  13.608  17.307
H  19.209  11.568  16.949
H  10.660  16.182  10.527
H  18.037  9.616  14.453
H  11.435  15.072  11.697
H  17.092  10.869  16.261
H  17.402  19.542  17.994
H  17.674  8.254  15.483
H  13.652  14.818  10.111
H  13.999  17.285  8.264
H  9.408  12.495  10.657
H  19.169  12.832  12.072
H  18.801  17.114  16.978
H  15.155  14.190  19.131
H  15.771  17.456  16.843
H  14.920  19.561  14.020
H  13.050  17.104  9.698
H  14.182  10.794  12.135
H  11.906  16.725  7.242
H  12.149  19.243  17.698
H  8.826  13.186  14.467
H  11.839  10.027  8.882
H  14.837  10.911  14.244
H  13.011  13.139  18.809
H  18.675  13.563  16.976
H  13.749  11.307  16.609
H  9.131  18.018  12.547
H  19.021  18.832  18.498
H  11.882  18.358  14.839

---

(2)
The following is a quantum chemistry calculation of a structure of composition C55H79BN7NaO2S3, from OMol25.

## Properties
calculated total energy: -110445.7478 eV
molecular weight: 1000.3 g mol⁻¹
strongest force on any atom: 0.87 eV/Å

CARTESIAN COORDINATES (ANGSTROEM)
S  -2.598  1.651  -0.752
S  0.043  3.655  -0.170
S  -1.448  -0.772  0.715
Na  0.246  1.353  1.249
O  1.780  -0.004  0.719
O  -1.136  2.107  2.607
N  0.899  1.102  -3.011
N  -1.134  -0.526  -1.951
N  0.600  0.170  3.073
N  0.295  1.613  -1.903
N  -1.175  -0.982  -3.227
N  -1.949  1.724  -3.076
N  -1.723  1.954  -4.353
C  0.205  0.348  5.510
C  -0.580  0.868  6.476
C  -3.195  2.912  4.439
C  3.362  -2.423  -0.155
C  2.335  2.590  -1.182
C  1.932  -0.968  1.516
C  -0.972  -2.736  -1.082
C  -4.019  2.207  3.352
C  -3.812  3.186  -2.908
C  -2.275  -3.902  -4.913
C  -3.610  3.413  -4.241
C  -2.550  2.789  -4.948
C  0.115  -3.269  -5.323
C  -0.942  3.915  -6.447
C  -0.031  0.632  4.116
C  -2.710  4.273  3.919
C  1.359  -0.916  2.865
C  -2.897  2.286  -2.332
C  2.925  2.057  -2.270
C  3.867  0.008  -4.434
C  -1.716  1.672  6.079
C  0.913  -0.158  8.238
C  -0.360  0.640  7.965
C  -1.051  1.662  3.758
C  -1.171  -1.321  -0.847
C  -2.235  3.093  -6.409
C  -4.113  3.158  5.637
C  2.717  1.005  -4.596
C  -0.811  -3.656  0.083
C  -1.997  2.051  4.814
C  -1.255  -2.756  -4.863
C  -2.030  1.781  -7.170
C  3.110  3.254  -0.096
C  2.198  -4.336  4.366
C  2.675  -2.172  1.191
C  3.048  -1.397  -1.245
C  1.642  0.381  -5.472
C  2.769  -3.155  2.138
C  -1.128  -2.256  -3.436
C  2.689  -3.889  5.749
C  -1.736  -1.639  -5.780
C  2.933  -3.790  -0.712
C  2.158  -3.137  3.419
C  -1.554  -0.143  8.530
C  -3.357  3.886  -7.082
C  0.784  -4.917  4.499
C  3.127  -5.443  3.867
C  4.882  -2.425  0.062
C  -0.946  -3.173  -2.360
C  -4.868  3.825  -2.072
C  3.238  2.287  -5.259
C  -0.253  1.992  8.684
C  0.885  2.553  -1.111
C  2.138  1.382  -3.245
C  1.463  -2.012  3.752
B  -1.145  1.011  -1.903
H  3.998  2.127  -2.394
H  -0.015  1.837  9.737
H  -5.492  3.064  -1.603
H  0.876  -2.490  -5.248
H  2.790  -5.860  2.918
H  5.399  -2.611  -0.882
H  4.172  3.258  -0.340
H  3.508  -0.926  -4.008
H  0.789  1.049  -5.598
H  1.796  0.340  7.836
H  -0.637  -4.674  -0.263
H  0.442  -4.116  -4.719
H  -3.571  4.895  3.667
H  -1.057  4.857  -5.909
H  -1.753  -2.000  -6.810
H  -3.431  2.032  2.456
H  -4.409  4.402  -1.269
H  3.337  -4.037  1.879
H  -2.945  1.188  -7.183
H  2.448  3.036  -5.335
H  -3.221  -3.610  -4.458
H  -2.091  4.158  3.034
H  0.063  -3.599  -6.361
H  1.981  -1.325  -1.453
H  -1.097  -0.766  -5.720
H  3.559  -1.725  -2.152
H  -0.818  -4.227  -2.566
H  -1.917  -4.798  -4.408
H  2.016  -3.157  6.194
H  3.592  2.062  -6.265
H  -4.395  1.249  3.714
H  -2.134  4.792  4.686
H  4.150  -5.086  3.740
H  4.306  -0.208  -5.409
H  -4.456  2.225  6.086
H  -2.470  -4.170  -5.952
H  -4.310  3.359  -7.034
H  3.678  -3.436  5.682
H  -5.499  4.484  -2.665
H  2.063  0.147  -6.451
H  -2.493  0.389  8.381
H  1.853  -3.818  -0.864
H  -4.994  3.709  5.303
H  1.262  -0.535  -5.021
H  4.068  2.727  -4.705
H  -0.675  4.143  -7.479
H  0.026  -3.334  0.707
H  5.213  -1.461  0.449
H  -1.246  1.184  -6.715
H  -3.484  4.876  -6.644
H  -3.628  3.756  6.410
H  4.658  0.393  -3.790
H  0.532  2.606  8.244
H  3.394  -0.401  -0.986
H  -1.749  1.999  -8.202
H  -1.185  2.552  8.636
H  3.146  -6.256  4.595
H  1.068  -0.253  5.755
H  -1.429  -0.300  9.603
H  0.420  -5.272  3.533
H  3.204  -4.619  -0.059
H  -1.639  -1.117  8.049
H  0.861  -1.159  7.808
H  2.972  2.701  0.835
H  -1.697  -3.629  0.718
H  3.415  -3.962  -1.677
H  5.184  -3.194  0.773
H  -2.742  -1.321  -5.509
H  1.050  -0.269  9.315
H  0.083  -4.166  4.862
H  2.764  4.271  0.072
H  0.919  -1.963  4.684
H  -4.260  4.098  -4.764
H  -0.121  3.362  -5.991
H  -4.879  2.827  3.090
H  0.775  -5.756  5.198
H  -2.377  1.996  6.871
H  -3.111  4.029  -8.134
H  2.745  -4.743  6.426

---

(3)
The following is a quantum chemistry calculation of a cluster of 6 separate species, C55H80Cl2N4O19SSi in total, from OMol25.

## Properties
calculated total energy: -146919.6878 eV
molecular weight: 1232.3 g mol⁻¹
strongest force on any atom: 8.16 eV/Å

CARTESIAN COORDINATES (ANGSTROEM)
Cl  -0.291  4.049  0.431
Cl  5.211  -4.914  -5.391
S  0.952  -3.932  3.481
Si  -3.332  3.411  -8.256
O  -5.865  -1.888  -6.816
O  -6.941  -2.478  -4.873
O  -0.698  -6.475  3.362
O  -2.422  2.853  12.653
O  0.685  -3.010  -3.633
O  8.299  -1.416  11.089
O  6.122  -1.319  10.817
O  3.745  0.834  8.475
O  7.361  0.574  10.426
O  3.666  0.912  6.183
O  -1.092  -0.857  0.851
O  1.837  0.382  7.276
O  1.677  -1.951  -9.925
O  1.369  -3.991  -8.919
O  3.362  -3.359  -9.871
O  -3.623  4.724  12.071
O  -1.993  3.821  10.730
O  -7.996  -2.409  -6.911
O  -1.936  2.400  -7.766
N  -1.441  -5.108  5.062
N  -0.459  -0.901  -6.402
N  -2.262  -6.243  5.147
N  -0.298  5.247  -2.778
C  -3.468  6.048  -3.542
C  0.299  -1.673  -9.691
C  9.787  0.041  12.344
C  -1.304  2.502  0.036
C  -4.543  2.150  13.614
C  -1.821  -7.210  4.032
C  3.504  -2.669  1.446
C  -2.863  5.306  -8.153
C  -2.831  4.524  -3.377
C  -4.004  -3.081  -5.803
C  9.596  -0.807  11.099
C  0.327  -0.490  -2.848
C  0.809  -0.443  -5.658
C  3.465  -5.703  -10.508
C  -3.851  2.911  -10.083
C  0.751  1.497  9.145
C  -0.318  2.643  -5.710
C  1.444  -1.104  2.824
C  -2.319  4.799  9.745
C  -3.170  2.746  13.871
C  -2.922  2.752  0.109
C  1.114  0.172  8.496
C  2.069  -3.180  -9.503
C  3.931  -4.631  -9.538
C  0.374  -2.151  3.571
C  2.104  -1.808  1.498
C  3.217  -5.270  -3.248
C  3.874  -3.838  -2.795
C  -9.170  -2.908  -6.274
C  -0.294  1.866  -4.255
C  -0.799  1.771  -1.370
C  5.017  1.367  6.192
C  3.145  0.711  7.419
C  -0.216  0.207  -1.428
C  -0.804  6.638  -2.955
C  3.255  -3.191  -1.421
C  1.849  -2.326  -1.373
C  -0.391  -5.142  3.973
C  -1.295  4.159  -2.983
C  -2.760  3.890  11.847
C  0.931  -2.046  -2.743
C  4.065  -3.344  0.031
C  -4.823  2.920  -7.136
C  -3.388  4.323  0.056
C  -0.124  -0.755  -0.063
C  -4.637  -1.732  -6.095
C  -2.289  7.211  -3.297
C  1.288  -1.645  0.048
C  0.284  0.298  -4.289
C  -6.936  -2.269  -6.076
C  -0.798  2.571  -2.839
C  3.452  -5.384  -4.894
C  -1.852  2.575  -6.301
C  4.947  -0.552  10.569
C  7.272  -0.604  10.736
H  -0.701  -2.111  3.108
H  9.097  0.890  12.357
H  3.706  -4.898  -8.499
H  -2.374  3.592  -5.979
H  0.459  2.244  -6.488
H  -4.743  3.558  -6.132
H  -4.664  3.635  -10.521
H  -3.468  2.069  -0.699
H  -5.151  2.809  12.988
H  0.793  -0.153  2.516
H  0.118  -0.622  -9.935
H  -4.256  1.801  -10.080
H  0.197  -0.365  8.232
H  -9.024  -3.956  -5.996
H  -2.346  5.591  -7.119
H  3.667  -5.402  -11.541
H  2.750  -4.655  -5.505
H  -4.631  -3.677  -5.133
H  -2.311  5.809  10.168
H  -2.062  5.572  -8.996
H  3.656  -3.046  -3.661
H  -0.027  3.772  -5.493
H  3.316  -6.505  -5.278
H  1.680  -0.472  9.178
H  -9.435  -2.308  -5.397
H  -3.571  3.610  -3.551
H  2.386  -5.868  -10.431
H  10.808  0.430  12.395
H  5.012  -0.018  9.615
H  1.515  -1.364  -5.481
H  9.584  -0.546  13.246
H  1.413  0.287  -6.383
H  0.031  -1.834  -8.642
H  5.018  -4.522  -9.615
H  -3.888  -3.660  -6.725
H  -5.884  3.128  -7.609
H  -3.024  -2.956  -5.335
H  -3.486  4.832  1.119
H  2.243  -0.686  3.597
H  0.026  7.489  -2.822
H  5.064  -3.891  -2.733
H  4.097  -1.239  10.520
H  -9.995  -2.852  -6.990
H  1.645  2.044  9.458
H  3.910  -6.121  -2.779
H  -0.321  -2.292  -10.347
H  -3.821  5.989  -8.224
H  -1.564  4.751  8.956
H  -2.605  2.080  14.532
H  10.329  -1.622  11.101
H  -2.742  5.014  -0.632
H  -2.838  2.909  -10.711
H  -2.445  1.726  -5.720
H  0.121  1.337  10.024
H  -1.323  -0.608  -5.868
H  -3.966  -1.149  -6.734
H  5.656  0.706  6.787
H  -4.456  1.197  13.081
H  5.384  1.364  5.162
H  2.093  -5.385  -2.941
H  4.165  -2.804  2.425
H  -3.295  4.572  9.305
H  -3.292  2.333  1.164
H  9.761  -0.227  10.184
H  5.088  -3.933  0.120
H  -2.545  8.374  -3.375
H  0.263  -1.854  4.720
H  4.779  0.148  11.393
H  -5.075  1.984  14.555
H  -4.578  6.289  -3.822
H  -4.795  -1.151  -5.179
H  -2.241  -8.283  3.776
H  -4.715  1.780  -6.801
H  3.972  -6.652  -10.309
H  -4.489  4.328  -0.407
H  -0.475  -1.950  -6.435
H  -1.043  1.751  0.926
H  0.217  2.139  8.437
H  -3.236  3.718  14.373
H  5.061  2.392  6.572